This record from the Open Molecules 2025 dataset describes a structure of composition C11H18F6N6O2PSV. The level of theory is ωB97M-V/def2-TZVPD.

Computed properties:
gap between HOMO and LUMO (spin up / spin down): 0.221 / 0.221 Eh
E_LUMO (spin up / spin down): -9.75 / -9.75 eV
molar mass: 494.28 g/mol
energy: -3191.369357 Ha
total charge: +2
ΔE to the lowest compared entry with this formula, charge and spin: 16.17 kcal/mol

Last column: Löwdin charge in e.
Geometry (Å):
V 0.0219 -0.6690 0.2524  1.18
C -4.6128 2.3274 1.2144  0.05
N -3.7974 1.1597 0.8232  0.00
C -4.3548 0.1074 0.2262  0.04
C -3.6464 -1.0207 -0.1633  0.08
C -2.3037 -0.9280 0.1284  -0.38
O -1.3141 -1.7963 -0.2134  -0.06
N -1.7245 0.0905 0.7352  0.07
C -2.4164 1.2209 1.1486  -0.45
O -1.9186 2.1335 1.7333  0.17
H -5.4075 2.4510 0.4845  0.11
H -3.9684 3.2012 1.2202  0.11
H -5.0208 2.1665 2.2102  0.12
H -5.4202 0.1875 0.0483  0.16
H -4.1017 -1.8565 -0.6668  0.14
S 0.2686 -2.2502 4.4440  1.02
C 0.2747 -1.6560 3.0362  -0.76
N 0.2861 -1.1861 1.9075  -0.05
F 0.4909 1.1866 -0.0157  -0.28
P 0.1420 1.6375 -1.8887  0.32
F -0.1841 1.7530 -3.3872  -0.01
F 0.6043 3.0691 -1.5271  -0.02
F -0.2757 -0.0155 -1.8009  -0.20
F 1.6385 1.1504 -2.0982  -0.08
F -1.3297 1.9213 -1.3835  -0.07
C 2.9797 0.6590 1.5869  -0.01
N 3.5052 0.3446 0.2638  -0.11
C 4.4934 1.3068 -0.2360  0.00
C 3.0287 -0.6235 -0.5097  -0.37
N 1.7314 -1.0334 -0.3747  0.04
N 3.7662 -1.1837 -1.4704  -0.11
C 5.2171 -1.3481 -1.3388  0.00
C 3.1560 -1.8304 -2.6324  0.00
H 3.8242 0.8488 2.2486  0.12
H 2.4262 -0.1886 1.9799  0.06
H 2.3468 1.5465 1.5465  0.10
H 4.1177 2.3026 -0.0015  0.11
H 4.5909 1.2166 -1.3135  0.10
H 5.4617 1.1691 0.2449  0.11
H 1.5416 -1.8603 -0.9549  0.11
H 5.5254 -1.1130 -0.3252  0.10
H 5.7520 -0.7159 -2.0467  0.11
H 5.4523 -2.3913 -1.5448  0.11
H 2.2825 -1.2710 -2.9615  0.09
H 2.9015 -2.8744 -2.4270  0.11
H 3.8855 -1.8198 -3.4394  0.11

This record from the Open Molecules 2025 dataset describes a structure of composition C2F3InMgNO4S2 in a non-equilibrium geometry. The level of theory is ωB97M-V/def2-TZVPD.

Computed properties:
gap between HOMO and LUMO (spin up / spin down): 0.236 / 0.193 Eh
E_LUMO (spin up / spin down): -12.14 / -13.18 eV
multiplicity: 2
molar mass: 362.28 g/mol
energy: -1917.338443 Ha
total charge: +2
ΔE to the lowest compared entry with this formula, charge and spin: 31.78 kcal/mol

Last column: Löwdin spin population.
Geometry (Å):
O 3.5448 0.8617 0.0299  0.08
C 3.0705 0.7724 -1.0821  0.13
O 2.6128 1.5899 -1.8914  0.24
In 1.5330 -0.7385 -2.1393  0.36
Mg 0.9322 2.0176 -0.1005  0.02
N -0.0004 -0.8169 -0.9111  0.11
S -0.4567 0.6978 -1.7715  0.03
S -0.1037 -0.7324 0.6600  0.02
O 0.3018 0.6221 1.1921  0.00
O 0.4999 -1.8891 1.2992  0.00
C -1.9156 -0.7706 1.1397  0.01
F -2.5026 0.3662 0.8123  0.00
F -2.5012 -1.7729 0.5126  0.00
F -2.0070 -0.9473 2.4454  0.01